The following is a DFT calculation (ωB97M-V/def2-TZVPD) of C19H29Cl2NO2Pt as an isolated structure.

```
54
Properties=species:S:1:pos:R:3:lowdin_spin:R:1
C 0.1382 -1.3925 -3.0391 0.0098
C 0.9914 -0.3566 -3.5322 0.2971
C 0.2390 0.8617 -3.5984 0.0960
C 2.4150 -0.4775 -3.8971 0.0517
C -1.0968 0.5510 -3.2020 0.1353
C -1.1616 -0.8450 -2.8709 0.2771
C -2.3572 -1.6067 -2.4538 0.0459
C 0.5379 -2.7829 -2.7220 -0.0100
C 0.7478 2.1920 -4.0319 0.0099
C -2.2621 1.4567 -3.2650 0.0165
Pt 0.9469 -0.0708 0.3099 1.1259
Cl 2.0669 1.3789 -0.9391 0.2301
Cl 2.5875 -1.7212 0.2948 0.1234
O -0.9705 0.3885 -0.0858 0.1862
H 2.7448 -1.5043 -3.7435 -0.0005
H 3.0502 0.1789 -3.2823 0.0161
H 2.5781 -0.2249 -4.9600 0.0148
H 1.5848 2.5999 -3.4503 0.0069
H -0.0327 2.9589 -4.0307 -0.0003
H 1.0909 2.1139 -5.0651 0.0029
H -2.0040 2.5075 -3.1077 0.0015
H -3.0562 1.1596 -2.5776 0.0018
H -2.6778 1.3757 -4.2820 0.0070
H -3.0755 -0.9260 -1.9773 0.0035
H -2.0943 -2.3790 -1.7362 0.0057
H -2.8569 -2.1044 -3.3148 0.0185
H 1.5892 -2.7995 -2.4053 -0.0003
H 0.3944 -3.5024 -3.5482 -0.0041
H -0.0341 -3.1116 -1.8478 -0.0006
H -1.0256 1.3194 -0.3526 0.0034
O -1.4958 -2.1433 0.8581 0.1216
H -1.4401 -1.1622 0.5452 0.0089
C -0.4304 -1.1284 5.4973 0.0456
N -0.3185 -1.2432 4.0591 0.1788
C -1.4632 -1.3558 3.3942 0.5447
C 1.0039 -0.8857 3.4664 0.0454
C 1.0488 0.5702 3.2368 0.0372
C 1.3285 1.4406 4.2952 0.0088
C 1.1559 2.8114 4.1004 -0.0065
C 0.6905 3.2882 2.8788 0.0062
C 0.4313 2.4193 1.8195 0.0202
C 0.7779 1.0822 1.9611 0.1821
H -1.2455 -1.7853 5.8187 0.0061
H -0.7016 -0.0985 5.7765 0.0075
H 0.5188 -1.4051 5.9620 0.0010
H -1.9760 -0.4516 3.0318 0.0405
H -1.2585 -1.9576 1.8127 0.0323
H -2.1039 -2.2162 3.6542 0.0214
H 1.7335 -1.1345 4.2341 0.0042
H 1.1786 -1.4579 2.5445 0.0137
H 1.6610 1.0168 5.2500 0.0034
H 1.4099 3.4922 4.9144 -0.0006
H 0.4966 4.3349 2.7341 0.0026
H 0.0007 2.7325 0.8690 0.0036
```

The charge is -2. The total energy is -54045.941 eV. The expectation value of S² is 6.028. The multiplicity is 5. The calculation puts the frontier orbital gap (alpha / beta) at 3.7 / 5.6 eV. The value obtained for the molar mass is 569.43 u.


The following is a DFT calculation (ωB97M-V/def2-TZVPD) of C19H29Cl5CrNO4S as an isolated structure.

```
60
Properties=species:S:1:pos:R:3:lowdin_spin:R:1
Cr -0.5119 -0.1371 0.1450 0.9694
C -3.4465 0.2653 -0.8504 0.0012
O -2.6099 -0.1786 0.2401 0.0033
C -3.1013 0.2626 1.5370 0.0018
C -2.3803 -0.5724 2.5559 0.0001
O -0.9839 -0.4553 2.3554 0.0016
C -0.2384 0.4483 3.1897 -0.0007
C 0.9864 0.7207 2.3490 0.0016
O 0.4951 1.0791 1.0834 0.0079
C -0.0125 3.9339 -0.4648 0.0039
H -4.4884 0.0979 -0.5842 0.0000
H -3.1853 -0.3257 -1.7236 0.0000
H -3.3055 1.3259 -1.0569 -0.0001
H -4.1723 0.0639 1.6054 0.0001
H -2.9379 1.3393 1.6364 0.0000
H -2.6322 -1.6195 2.3725 0.0000
H -2.6912 -0.3327 3.5737 -0.0001
H -0.0168 -0.0396 4.1395 -0.0001
H -0.8168 1.3594 3.3658 0.0000
H 1.6105 -0.1732 2.2899 0.0003
H 1.5740 1.5469 2.7532 -0.0009
H -0.2084 4.7399 0.2173 0.0001
H -1.5914 3.0639 0.6723 -0.0029
H -1.8506 2.4440 -1.1779 -0.0006
Cl -0.7613 2.4551 -0.4007 -0.0026
C 0.2396 1.7641 -1.7627 0.0047
C -0.0329 0.4248 -1.8964 -0.0153
C 0.3192 -0.0112 -3.1787 0.0063
Cl -0.1218 -1.5976 -3.7076 0.0026
C 1.0497 0.8014 -4.0818 -0.0026
Cl 1.5109 0.1958 -5.6122 -0.0019
C 1.4514 2.1127 -3.7507 0.0108
Cl 2.3930 3.1042 -4.7650 0.0039
C 0.9931 2.5540 -2.5300 -0.0022
Cl 1.2330 4.1418 -1.7235 -0.0011
C -2.2489 -4.1953 0.5842 0.0002
C -0.9093 -3.6856 1.0990 0.0008
S -0.1903 -2.5127 -0.0547 0.0128
O 0.7476 -1.5829 0.7208 -0.0096
C 0.8093 -3.5244 -1.1474 0.0060
C 1.9217 -4.2578 -0.4121 0.0010
H -2.7214 -4.7953 1.3604 0.0000
H -2.1314 -4.8303 -0.2933 0.0000
H -2.9201 -3.3742 0.3300 0.0001
H -0.1843 -4.4834 1.2513 0.0000
H -0.9882 -3.1150 2.0247 0.0000
H 1.1930 -2.8107 -1.8718 0.0000
H 0.1063 -4.1855 -1.6597 0.0000
H 2.4505 -3.5898 0.2670 0.0000
H 2.6366 -4.6174 -1.1509 0.0004
H 1.5600 -5.1238 0.1385 0.0000
C 6.4823 0.9015 0.1759 0.0000
C 5.6827 0.3556 -1.0101 0.0000
C 4.2375 0.4681 -0.7991 0.0000
N 3.1085 0.5612 -0.6018 0.0000
H 7.5395 0.6924 0.0278 0.0000
H 6.1682 0.4343 1.1076 0.0000
H 6.3562 1.9786 0.2688 0.0000
H 5.9121 -0.6963 -1.1861 0.0000
H 5.9279 0.8927 -1.9275 0.0000
```

The charge is +2. The energy above the lowest of the compared OMol25 structures with the same formula, charge and spin comes out at 1346.0 kJ/mol. The total energy is -131692.411 eV. The expectation value of S² is 0.759. The multiplicity is 2. The calculation puts the frontier orbital gap (alpha / beta) at 7.6 / 7.8 eV. The value obtained for the molar mass is 596.77 u.


The following is a DFT calculation (ωB97M-V/def2-TZVPD) of an isolated molecule of C19H29FN2O5S.

```
57
Properties=species:S:1:pos:R:3:nbo_charge:R:1
O -1.5251 1.3419 -1.8883 -0.6199
C -1.8349 0.2571 -1.4332 0.6482
N -0.9475 -0.7151 -1.1140 -0.6069
C 0.4899 -0.4915 -1.0010 -0.2011
C 0.8947 0.8209 -0.3347 -0.2530
C 0.2497 1.0077 1.0667 -0.4167
C 1.4697 1.1028 1.9938 -0.0398
C 2.1707 2.4518 1.7523 -0.4172
C 2.8252 2.2488 0.3568 -0.4027
C 2.4000 0.8131 0.0037 -0.0318
N 2.3956 0.1832 1.3266 -0.4585
C 3.0930 -0.8143 1.8997 0.7011
O 2.9511 -1.1285 3.0731 -0.6465
C 4.0440 -1.5959 1.0003 -0.3127
C 5.2463 -2.1319 1.8276 -0.4042
C 4.9830 -3.5895 2.1777 -0.6755
S 4.2911 -4.2272 0.6696 2.1883
O 5.3241 -4.2247 -0.3367 -0.9509
O 3.4921 -5.4035 0.8752 -0.9307
C 3.2634 -2.7869 0.4017 -0.6783
C -3.2916 -0.1430 -1.1640 0.1432
F -3.2998 -0.7502 0.1067 -0.3747
C -4.2741 1.0051 -1.2139 -0.2570
C -4.4968 1.4686 -2.6565 -0.4339
C -5.5712 2.5427 -2.6981 -0.0626
O -6.7901 2.0937 -2.1338 -0.5281
C -6.6239 1.7333 -0.7752 -0.0635
C -5.6200 0.6045 -0.6074 -0.4260
H -1.3275 -1.5019 -0.6138 0.4088
H 0.8864 -1.3259 -0.4195 0.2009
H 0.9411 -0.5392 -1.9966 0.2027
H 0.6589 1.6463 -0.9995 0.2450
H -0.3830 1.8926 1.1235 0.2228
H -0.3626 0.1429 1.3301 0.2162
H 1.3032 0.8354 3.0313 0.2470
H 1.4632 3.2799 1.7719 0.2138
H 2.9252 2.6316 2.5170 0.2185
H 2.4788 2.9642 -0.3880 0.2152
H 3.9109 2.3217 0.4181 0.2125
H 3.0250 0.3102 -0.7306 0.2205
H 4.4195 -0.9642 0.1983 0.2271
H 6.1534 -2.0626 1.2295 0.2280
H 5.3671 -1.5395 2.7312 0.2456
H 5.8732 -4.1662 2.4198 0.2556
H 4.2290 -3.6956 2.9574 0.2553
H 2.3284 -2.9747 0.9299 0.2481
H 3.0793 -2.7083 -0.6681 0.2539
H -3.5867 -0.9261 -1.8708 0.1804
H -3.8549 1.8397 -0.6420 0.2164
H -3.5714 1.8545 -3.0818 0.2426
H -4.8283 0.6188 -3.2635 0.1993
H -5.2240 3.4366 -2.1596 0.1586
H -5.7957 2.8311 -3.7240 0.1961
H -6.2952 2.6117 -0.1997 0.1569
H -7.6079 1.4401 -0.4119 0.1959
H -6.0012 -0.2885 -1.1139 0.2036
H -5.5129 0.3627 0.4507 0.2242
```

As for the SMILES: O=C(NC[C@H]1C[C@@H]2CC[C@H]1N2C(=O)[C@H]1CCS(=O)(=O)C1)[C@@H](F)C1CCOCC1. The energy above the lowest of the compared OMol25 structures with the same formula, charge and spin comes out at 22.8 kJ/mol. The total energy is -46944.824 eV. The calculation puts the frontier orbital gap at 10.2 eV. The value obtained for the molar mass is 416.52 u.


The following is a DFT calculation (ωB97M-V/def2-TZVPD) of an isolated ion of composition C19H29N2O5 and charge +1.

```
55
Properties=species:S:1:pos:R:3:nbo_charge:R:1
C 4.7156 0.1573 -1.5609 -0.6377
C 3.4724 0.7070 -2.2407 -0.0762
O 2.7065 -0.3394 -2.8589 -0.4962
C 1.8834 -1.0305 -2.0970 0.8029
O 1.6948 -0.8546 -0.9191 -0.6110
C 1.1720 -2.1298 -2.8948 -0.3294
C 0.4990 -1.5845 -4.1571 -0.3995
C -0.7062 -0.7300 -3.7794 -0.4232
C -1.6638 -1.5278 -2.9038 -0.2197
N -0.9680 -1.9444 -1.6716 -0.4406
C -1.8714 -2.5079 -0.6449 -0.2037
C -2.6599 -1.4100 0.0816 -0.5063
C -1.7235 -0.3020 0.5628 0.6865
O -0.8416 0.1145 -0.1989 -0.6502
N -1.9366 0.1488 1.7923 -0.5704
C -1.2157 1.1232 2.5132 0.1554
C 0.0236 1.5959 2.1090 -0.3257
C 0.6927 2.5328 2.8896 0.3054
O 1.9067 3.0517 2.5894 -0.4830
C 2.5402 2.6401 1.4004 -0.2566
C 0.0986 2.9819 4.0691 -0.2327
C -1.1327 2.5054 4.4725 -0.2540
C -1.8086 1.5669 3.7046 0.2427
O -3.0266 1.0131 4.0061 -0.5243
C -3.6608 1.4115 5.2034 -0.2507
C 0.1602 -2.8366 -1.9926 -0.2158
H 5.3009 0.9803 -1.1628 0.2293
H 4.4392 -0.5038 -0.7431 0.2206
H 5.3230 -0.3947 -2.2735 0.2203
H 2.8366 1.2255 -1.5164 0.1952
H 3.7340 1.3787 -3.0594 0.2034
H 1.9447 -2.8489 -3.1838 0.2626
H 1.2169 -0.9966 -4.7264 0.2487
H 0.1769 -2.4202 -4.7813 0.2154
H -1.2285 -0.4018 -4.6775 0.2446
H -0.3806 0.1594 -3.2362 0.2197
H -2.5226 -0.9117 -2.6368 0.2270
H -2.0177 -2.4195 -3.4300 0.2134
H -0.6089 -1.0292 -1.1884 0.5123
H -1.2551 -3.0351 0.0871 0.2292
H -2.5524 -3.2288 -1.1064 0.2274
H -3.3978 -0.9591 -0.5864 0.2419
H -3.1987 -1.8593 0.9144 0.2453
H -2.7401 -0.1806 2.3159 0.4332
H 0.4491 1.2201 1.1958 0.2555
H 1.9457 2.9090 0.5212 0.1744
H 3.4876 3.1755 1.3734 0.2075
H 2.7303 1.5623 1.3984 0.1790
H 0.6243 3.7100 4.6644 0.2352
H -1.5586 2.8728 5.3911 0.2304
H -4.5923 0.8495 5.2420 0.2058
H -3.0515 1.1656 6.0770 0.1854
H -3.8833 2.4815 5.1978 0.1861
H 0.6541 -3.1194 -1.0606 0.2452
H -0.2255 -3.7342 -2.4838 0.2199
```

The charge is +1. As for the SMILES: CCOC(=O)[C@@H]1CCC[N@@H+](CCC(=O)Nc2cc(OC)ccc2OC)C1. The energy above the lowest of the compared OMol25 structures with the same formula, charge and spin comes out at 0.0 kJ/mol. The total energy is -33386.436 eV. The calculation puts the frontier orbital gap at 8.1 eV. The value obtained for the molar mass is 365.45 u.